{
  "formula": "C31H23NO5S2",
  "method": "ωB97M-V/def2-TZVPD",
  "elements": ["C", "C", "C", "C", "C", "C", "N", "C", "C", "C", "C", "C", "C", "C", "C", "C", "O", "C", "C", "H", "H", "H", "H", "H", "H", "H", "H", "H", "H", "H", "H", "H", "C", "C", "C", "C", "C", "C", "S", "O", "O", "C", "C", "C", "C", "C", "C", "C", "C", "S", "O", "O", "H", "H", "H", "H", "H", "H", "H", "H", "H", "H"],
  "xyz": [[-2.289791, -4.964031, -1.721308], [-1.142273, -5.346541, -1.014327], [-0.468646, -4.420837, -0.225483], [-0.914308, -3.090682, -0.127087], [-0.147439, -2.192939, 0.809297], [-0.539435, -0.825428, 0.935153], [-0.584894, -0.283536, 2.227312], [0.379567, -0.565070, 3.149988], [0.528999, 0.170780, 4.314999], [-0.364798, 1.255162, 4.622873], [-0.002818, 2.129072, 5.680945], [1.156864, 1.918456, 6.421780], [2.004943, 0.828585, 6.139564], [1.698192, -0.026289, 5.098102], [-1.424480, 1.442013, 3.694479], [-1.499013, 0.718288, 2.539035], [0.869064, -2.652628, 1.383879], [-2.062588, -2.715438, -0.840526], [-2.733045, -3.639995, -1.646862], [-2.810231, -5.679359, -2.352465], [-0.754461, -6.365309, -1.078844], [0.397232, -4.727332, 0.362397], [-1.259130, -0.375629, 0.255793], [1.090756, -1.334748, 2.881016], [-0.637270, 3.002719, 5.878140], [1.425426, 2.595863, 7.227060], [2.907427, 0.659181, 6.725465], [2.354606, -0.849455, 4.794866], [-2.179158, 2.219407, 3.857836], [-2.277045, 0.856880, 1.789004], [-2.464416, -1.702153, -0.732994], [-3.599215, -3.318355, -2.229452], [-1.724639, 2.462235, -6.094045], [-1.425608, 2.678517, -4.748265], [-0.914582, 1.622852, -3.995109], [-0.642134, 0.407158, -4.590171], [-0.939740, 0.175953, -5.932547], [-1.495161, 1.212031, -6.680507], [-0.005706, -0.880064, -3.497377], [-1.111201, -1.785043, -3.284212], [1.279090, -1.344042, -3.976458], [0.285827, 0.146697, -2.062751], [0.998354, -0.204863, -0.958285], [1.729276, 0.792247, -0.157674], [1.030225, 1.715931, 0.623952], [1.681704, 2.561923, 1.517390], [3.079697, 2.629692, 1.505449], [3.806921, 1.785480, 0.654369], [3.141764, 0.835359, -0.128137], [-0.505440, 1.735881, -2.228860], [0.466615, 2.791670, -2.068476], [-1.728695, 1.713101, -1.448232], [-2.150398, 3.271291, -6.686273], [-1.582774, 3.639829, -4.271504], [-0.735621, -0.799845, -6.361020], [-1.756063, 1.034914, -7.722899], [1.349169, -1.239187, -0.916965], [-0.056490, 1.747136, 0.548053], [1.086792, 3.196419, 2.183894], [3.589599, 3.346432, 2.149860], [4.895849, 1.873523, 0.589191], [3.694747, 0.156120, -0.782026]],
  "forces_ev_per_a": [[0.32, 0.47, 0.06], [-0.07, 0.14, 0.00], [-0.08, 0.00, -0.04], [-0.17, -0.44, -0.18], [1.08, -0.32, -0.37], [-1.49, -0.42, 0.28], [1.67, 0.54, 0.81], [-0.69, -0.10, -1.10], [-0.24, 1.10, 0.81], [1.09, -0.50, -0.30], [0.06, 0.07, 0.29], [-0.76, 0.06, -0.39], [-0.12, -0.63, -0.57], [0.13, 0.04, 0.25], [-0.28, 0.24, -0.26], [-0.06, -0.15, 0.12], [-1.10, 0.16, -0.02], [-0.03, -0.07, 0.39], [0.10, -0.18, 0.18], [0.06, 0.10, 0.11], [-0.23, 0.27, 0.01], [-0.18, 0.19, -0.25], [-0.17, -0.30, 0.44], [-0.13, 0.10, -0.21], [0.27, -0.41, 0.01], [-0.12, -0.02, -0.16], [-0.22, 0.13, -0.14], [-0.15, 0.34, 0.32], [0.33, -0.31, -0.06], [0.24, 0.06, 0.25], [0.19, -0.41, -0.22], [0.25, -0.12, 0.24], [0.05, -0.06, 0.24], [-0.05, -0.17, 0.07], [0.21, 0.00, 0.32], [0.08, -0.22, 0.33], [0.08, 0.13, 0.19], [0.06, -0.12, 0.22], [-0.13, 0.17, 0.09], [0.71, 0.11, -0.34], [-0.87, 0.03, 0.23], [-0.43, 0.20, 0.06], [0.62, 0.02, -1.91], [0.44, 0.69, 1.34], [-0.02, -0.09, 0.31], [0.19, 0.16, -0.36], [-0.15, -0.27, -0.09], [-0.28, 0.05, 0.00], [-0.57, -0.08, -0.23], [0.47, -0.21, -0.74], [-0.73, -0.11, 0.04], [0.55, 0.24, -0.30], [0.14, -0.20, 0.14], [-0.06, -0.04, -0.13], [-0.05, 0.13, -0.04], [0.10, 0.11, 0.24], [0.13, 0.29, -0.07], [0.28, -0.03, 0.17], [0.31, -0.16, -0.32], [-0.06, -0.24, -0.17], [-0.42, -0.12, 0.11], [-0.07, 0.19, 0.30]],
  "spin_multiplicity": 1,
  "orbital_gap_ev": 6.4
}

***

{
  "formula": "C3H10N2S2",
  "method": "ωB97M-V/def2-TZVPD",
  "elements": ["S", "S", "C", "C", "C", "N", "N", "H", "H", "H", "H", "H", "H", "H", "H", "H", "H"],
  "xyz": [[-2.463824, 0.576405, -0.890397], [-1.542809, 0.439996, 0.985627], [-0.214075, -0.770540, 0.822909], [1.102319, -0.258676, 0.263522], [2.291102, -1.242754, 0.223665], [3.457622, -0.497858, -0.264638], [0.909263, 0.456891, -1.006736], [-1.533843, 1.297611, -1.569427], [-0.036978, -1.268373, 1.799616], [-0.467579, -1.680784, 0.222321], [1.405466, 0.530353, 0.953209], [2.388337, -1.586703, 1.270339], [2.117082, -2.038657, -0.520581], [4.310448, -1.015936, -0.099412], [3.552458, 0.388368, 0.213435], [0.899553, -0.160980, -1.798272], [1.487560, 1.264993, -1.128385]],
  "forces_ev_per_a": [[-0.79, 0.11, -2.38], [1.20, -0.08, 2.23], [0.40, -2.28, -0.18], [0.31, 1.45, -0.54], [-0.58, 0.72, 0.03], [0.28, -0.26, 0.04], [-0.67, -0.51, 0.74], [-0.27, -0.19, 0.29], [0.00, 0.68, -0.19], [-0.53, 0.80, -0.09], [0.17, 0.17, 0.26], [0.16, -0.48, -0.47], [-0.13, -0.07, 0.64], [0.04, -0.03, 0.01], [-0.06, 0.04, 0.13], [0.13, 0.06, -0.34], [0.34, -0.12, -0.17]],
  "e_above_lowest_kj_mol": 104.0,
  "spin_multiplicity": 2,
  "charge": -1,
  "s_squared": 0.753,
  "orbital_gap_ev": [2.7, 7.5]
}

***

Per-record M, g/mol: 553.66; 138.26
Per-record calculated total energy, eV: -65914.4332; -27922.8671